(1)
17
Properties=species:S:1:pos:R:3:forces:R:3:lowdin_charge:R:1 method="wB97M-V/def2-TZVPD" homo_lumo_gap_ev=9.237 total_charge=0 de_lowest_kj_mol=319.7 e_tot_ev=-8427.927
C 1.7591 -1.4142 -0.5948 -0.056 0.054 0.022 -0.075
C 0.4626 -0.6280 -0.7526 -0.055 -0.037 -0.090 -0.343
C -0.6716 -0.8447 0.2982 -0.327 -0.032 -0.079 -0.081
C -0.8951 0.6693 0.2942 -0.340 0.446 0.070 -0.172
C -1.5955 1.6251 1.0847 0.945 -0.265 1.239 -0.472
O -1.2493 2.8087 1.1760 -0.368 0.324 0.231 -0.053
C 0.4479 0.8790 -0.3701 -0.187 0.155 -0.330 -0.080
H 2.1765 -1.2974 0.4136 -0.108 0.018 -0.130 0.079
H 1.6060 -2.4864 -0.7701 -0.033 0.203 0.034 0.077
H 2.5184 -1.0712 -1.3082 -0.160 -0.021 0.112 0.079
H 0.0661 -0.7582 -1.7648 -0.007 0.008 0.117 0.136
H -1.5156 -1.4962 0.0701 0.132 -0.028 -0.114 0.112
H -0.2300 -1.1731 1.2556 -0.272 0.287 -0.152 0.128
H -2.2904 1.3222 -0.0565 1.656 -1.443 -0.886 0.265
H -2.3171 1.1060 1.7464 -0.432 0.432 0.205 0.135
H 1.2171 1.0934 0.3980 -0.513 0.063 -0.077 0.142
H 0.5107 1.6656 -1.1194 0.124 -0.162 -0.173 0.122

***

(2)
38
Properties=species:S:1:pos:R:3:forces:R:3:lowdin_charge:R:1 method="wB97M-V/def2-TZVPD" homo_lumo_gap_ev=6.121 total_charge=0 e_tot_ev=-173354.569
Hf 0.0513 -0.4342 0.6948 -0.484 0.740 3.319 0.902
C -1.4785 -4.4480 0.4330 -0.352 0.828 2.659 -0.020
C -1.4363 -2.9778 0.2146 0.044 1.927 3.454 -0.279
N -1.5308 -2.0938 1.2593 0.767 -2.202 -3.293 -0.086
N -1.6771 -2.7005 2.4253 -1.145 -1.276 0.286 -0.051
C -1.1698 -2.1085 3.4485 1.105 -0.291 0.784 -0.850
N -1.1954 -2.7815 4.6590 0.523 2.478 -0.319 0.075
S -0.2148 -0.6760 3.3622 0.044 0.542 -0.336 0.593
C -1.1184 -2.3700 -1.0213 -0.210 -0.018 -2.434 -0.327
C -0.9540 -3.2056 -2.1444 -0.773 0.233 0.998 -0.001
C -0.5580 -2.5912 -3.2923 0.669 -0.200 -1.448 -0.045
C -0.4010 -1.1948 -3.3838 0.832 1.104 -0.553 -0.030
C -0.7657 -0.4040 -2.2935 -0.151 -2.680 0.768 -0.085
N -1.0373 -1.0259 -1.1051 -1.004 -0.082 -1.549 -0.078
H -2.4446 -4.5471 0.9644 0.598 -0.382 0.368 0.097
H -0.6223 -4.6876 1.1599 -1.317 0.004 -1.103 0.132
H -1.5850 -5.1122 -0.3816 0.532 -0.314 -1.016 0.050
H -1.3389 -3.7512 4.6475 -0.317 -1.272 -0.216 0.073
H -0.4236 -2.4519 5.2277 -0.383 -0.327 0.218 0.070
H -1.1851 -4.2851 -2.0419 0.521 1.066 -0.419 0.122
H -0.3583 -3.2487 -4.1581 0.014 0.716 0.372 0.126
H 0.1445 -0.6941 -4.2474 -1.327 -0.861 0.936 0.136
H -0.9296 0.6459 -2.2493 0.585 0.740 -0.266 0.102
Se 1.8941 -1.6875 0.0604 1.479 -0.763 -0.521 0.026
Br 3.0233 3.8774 2.5098 -0.592 -0.115 -0.686 0.777
C 2.1463 4.2887 0.8395 0.274 -1.243 0.113 -0.544
C 2.5023 5.5122 0.2946 -1.072 -1.633 0.900 -0.135
C 1.9233 5.8931 -0.8820 0.312 0.119 -0.696 -0.099
C 1.0723 5.1375 -1.6534 -0.291 -1.623 2.052 -0.038
C 0.7046 3.8775 -1.0634 -0.375 1.115 -1.449 0.012
C 1.2633 3.4023 0.1500 -0.120 1.472 -1.189 -0.140
C 0.7959 2.0703 0.5416 -1.543 -1.971 2.491 -0.528
O 1.2991 1.3637 1.4728 0.029 0.945 -1.432 -0.161
O -0.3264 1.5490 0.0463 1.475 1.437 -0.967 -0.199
H 3.1274 6.1160 0.8987 0.579 0.744 0.061 0.084
H 2.2031 6.8267 -1.2472 0.398 1.638 -0.627 0.091
H 0.6915 5.6107 -2.5538 -0.236 -0.710 0.052 0.108
H -0.0912 3.3061 -1.5914 0.915 0.118 0.688 0.120

***

(3)
29
Properties=species:S:1:pos:R:3:forces:R:3:lowdin_charge:R:1 method="wB97M-V/def2-TZVPD" homo_lumo_gap_ev=9.877 total_charge=0 de_lowest_kj_mol=260.8 e_tot_ev=-16181.563
N 0.2009 -1.4160 1.8301 -0.895 -0.029 1.612 -0.017
C 0.6272 -2.5720 1.0902 0.469 -2.334 -1.006 -0.346
C -0.8504 -2.0219 -2.3318 0.045 -0.989 -0.356 -0.096
C -0.1125 -1.8061 -1.0670 -2.865 -3.451 -0.047 -0.151
C -0.3154 -2.6698 -0.0692 0.830 0.111 0.713 -0.143
H -0.8752 -1.3288 1.8135 2.362 -0.416 0.082 0.121
H 0.4754 -1.6403 2.7963 -0.424 1.102 -0.196 0.081
H 0.6260 -3.5947 1.6356 -0.195 1.612 -0.359 0.125
H 1.6754 -2.5517 0.6462 -0.969 0.684 0.894 0.121
H -1.3177 -3.0385 -2.2536 0.508 0.920 -0.649 0.095
H -1.6160 -1.3385 -2.5405 -1.516 1.239 0.158 0.031
H -0.2405 -1.8659 -3.2217 0.412 -0.697 0.039 0.081
H 0.6157 -1.1104 -0.9420 2.216 1.944 -0.048 0.059
H -1.1153 -3.3910 0.1584 0.137 0.280 -1.243 0.119
H -0.9293 0.8256 2.6405 0.211 1.022 -1.002 -0.021
H 0.0252 1.6969 3.6673 -1.388 -1.654 -1.113 0.066
O -0.5038 0.8670 3.4808 1.216 0.528 2.702 -0.093
H -0.0201 2.2934 0.4450 1.407 -0.148 -1.694 -0.016
H 0.0877 2.9553 1.8196 -0.577 -0.711 -0.926 0.076
O -0.4737 2.3805 1.2487 -0.959 1.081 2.080 -0.050
H 1.6807 2.1088 -2.3029 0.039 -0.097 0.249 0.012
H 0.2633 1.9670 -2.8549 -0.199 0.104 0.278 -0.011
O 1.1350 2.3147 -3.0627 0.130 0.040 -0.354 -0.060
H 1.3005 0.2881 0.5963 1.363 1.180 0.258 0.040
H 2.8048 0.7885 0.4686 1.463 -0.860 0.053 0.012
O 1.9187 1.0746 0.4629 -2.838 -0.398 -0.150 -0.066
H -2.1086 1.2146 -2.4524 -0.235 0.676 2.027 0.074
H -1.8710 2.0463 -0.9709 -1.679 -0.337 2.997 -0.020
O -1.6963 1.8638 -1.8413 1.930 -0.401 -5.001 -0.021

***

(4)
19
Properties=species:S:1:pos:R:3:forces:R:3:lowdin_charge:R:1 method="wB97M-V/def2-TZVPD" homo_lumo_gap_ev="7.666 / 7.668" total_charge=+1 de_lowest_kj_mol=426.4 e_tot_ev=-79395.304
C 3.0931 0.9384 0.6825 2.465 0.945 2.934 -0.081
C 1.5385 1.8965 -0.8000 0.578 0.574 1.089 -0.128
C 0.5484 -0.1689 -0.0984 -0.924 -1.027 0.715 -0.538
C -1.9171 0.0594 0.7719 4.575 2.616 -2.335 -0.034
C -1.2546 -1.8706 -0.7932 0.330 2.954 0.175 -0.030
C -0.7273 -0.8587 0.3243 -2.142 -1.334 -0.353 -0.402
N 2.5457 1.7996 0.0457 -0.354 -1.839 -0.314 0.009
N 0.4592 1.0733 -0.5153 -0.077 -0.843 -0.705 0.087
Br 2.1432 -1.2081 -0.0320 -1.403 0.907 -0.533 1.085
H 3.5401 0.9209 1.7436 -0.978 -0.062 -1.774 0.136
H 1.6611 2.7423 -1.4153 -1.367 0.654 -0.952 0.122
H -2.3433 0.5173 -0.1750 -0.155 -0.379 1.499 0.113
H -1.4241 0.8109 1.4442 -0.621 0.147 -0.832 0.103
H -2.5380 -0.3671 1.4403 -2.600 -1.974 1.402 0.046
H -2.2027 -2.3159 -0.5697 0.002 -0.905 0.993 0.089
H -0.3919 -2.4703 -0.9691 -0.080 -1.012 -0.921 0.057
H -1.5922 -1.2052 -1.5730 0.623 -0.102 -1.218 0.077
H -0.5913 -1.6432 1.0340 0.995 0.204 1.440 0.116
H -0.5468 1.3494 -0.5455 1.134 0.474 -0.308 0.173

***

(5)
56
Properties=species:S:1:pos:R:3:forces:R:3:lowdin_charge:R:1 method="wB97M-V/def2-TZVPD" homo_lumo_gap_ev=8.144 total_charge=0 de_lowest_kj_mol=196.9 e_tot_ev=-34902.858
C -0.6230 -4.5149 0.1807 0.281 -0.032 0.057 -0.080
H 0.1142 -3.7802 -0.1536 -0.059 -0.049 0.039 0.070
O -1.9195 -4.1732 -0.2610 -0.319 0.107 -0.101 -0.082
C -2.3886 -2.9339 0.0418 -0.052 0.142 0.032 -0.283
C -1.7662 -2.0268 0.8896 0.060 -0.406 -0.058 -0.021
C -2.3162 -0.7726 1.1029 -0.257 0.170 -0.027 -0.029
C -3.5073 -0.3925 0.4931 0.107 -0.243 0.066 -0.246
C -4.1456 -1.3256 -0.3283 0.139 0.019 0.016 -0.019
C -3.5969 -2.5669 -0.5550 0.221 -0.118 -0.015 0.003
H -4.0898 -3.2798 -1.1972 -0.062 -0.093 -0.079 0.118
H -5.0882 -1.0711 -0.7890 -0.121 0.019 -0.016 0.111
N -4.1261 0.8633 0.6770 -0.252 0.037 0.117 -0.111
C -4.3003 1.6512 -0.5224 0.143 0.041 -0.133 -0.137
H -4.9261 2.5102 -0.2660 -0.006 -0.033 -0.072 0.123
C -2.9289 2.1197 -1.0707 -0.111 0.034 -0.261 -0.109
N -1.9966 2.2522 0.0289 -0.311 0.075 0.225 -0.046
C -0.6680 2.0107 -0.0104 0.099 0.038 -0.440 -0.420
O 0.0382 2.1492 0.9710 0.319 -0.093 0.268 0.069
C -0.0812 1.5768 -1.3580 0.168 0.076 0.127 -0.173
C -0.3038 0.0816 -1.6000 -0.041 -0.078 0.004 -0.019
C 0.9432 -0.5814 -1.0291 -0.491 -0.080 -0.243 -0.408
O 1.0476 -1.7652 -0.7931 0.058 -0.257 0.046 0.067
N 1.8940 0.3724 -0.8773 0.026 0.297 0.089 0.030
C 3.1898 0.1817 -0.3755 0.381 -0.116 0.065 -0.176
C 3.5025 -0.9208 0.4172 -0.111 -0.138 0.064 0.004
C 4.7828 -1.0869 0.9041 0.032 0.182 -0.084 -0.037
C 5.7885 -0.1676 0.6276 0.013 0.053 -0.026 -0.289
C 5.4691 0.9292 -0.1586 0.042 -0.104 0.095 -0.046
C 4.1913 1.1072 -0.6569 -0.213 -0.031 -0.064 -0.016
H 3.9868 1.9701 -1.2708 -0.061 0.082 -0.056 0.102
H 6.2299 1.6611 -0.3905 0.073 0.064 -0.010 0.109
C 7.1743 -0.3719 1.1597 -0.018 -0.050 -0.024 -0.056
H 7.1479 -0.5646 2.2310 0.076 0.000 0.072 0.079
H 7.6393 -1.2325 0.6787 0.103 -0.029 0.011 0.082
H 7.7951 0.5015 0.9763 0.084 0.029 0.021 0.072
H 5.0061 -1.9477 1.5179 0.004 -0.098 0.074 0.114
H 2.7416 -1.6471 0.6453 -0.035 -0.015 -0.006 0.103
C 1.4482 1.6831 -1.3083 -0.054 0.399 -0.079 -0.099
H 1.8527 1.9229 -2.2993 -0.026 0.020 0.069 0.134
H 1.7672 2.4380 -0.5855 -0.014 -0.081 -0.133 0.130
H -0.3572 -0.1514 -2.6664 0.013 -0.030 0.016 0.140
H -1.1865 -0.3305 -1.1126 0.024 -0.029 -0.068 0.101
H -0.4899 2.2033 -2.1531 0.031 -0.078 0.036 0.143
C -2.5925 2.7178 1.2672 0.066 0.023 0.253 -0.101
C -3.6683 1.7179 1.7521 -0.042 0.118 0.076 -0.139
H -4.5373 2.2766 2.1202 0.125 -0.017 0.064 0.119
H -3.3028 1.0996 2.5696 -0.020 0.048 -0.016 0.116
H -1.7895 2.8257 1.9965 -0.153 0.078 -0.082 0.119
H -3.0394 3.7017 1.0851 0.027 -0.023 0.045 0.126
H -2.5603 1.3777 -1.7773 -0.003 0.052 0.004 0.110
H -3.0392 3.0805 -1.5932 -0.019 -0.107 -0.071 0.128
H -4.8154 1.0708 -1.2870 -0.026 0.125 0.006 0.113
H -1.7742 -0.0897 1.7389 0.045 0.115 0.058 0.112
H -0.8326 -2.2677 1.3704 0.113 -0.055 0.007 0.110
H -0.4063 -5.4830 -0.2682 0.014 0.042 0.069 0.093
H -0.5861 -4.6079 1.2714 -0.009 -0.001 -0.024 0.094

***

(6)
60
Properties=species:S:1:pos:R:3:forces:R:3:lowdin_charge:R:1 method="wB97M-V/def2-TZVPD" homo_lumo_gap_ev=8.165 total_charge=+2 de_lowest_kj_mol=0.0 e_tot_ev=-196322.065
Sc 0.5252 0.6647 -0.2479 -0.169 0.632 -0.052 0.779
C 1.1828 2.0987 3.2124 0.056 0.013 0.034 -0.019
C 1.5335 1.0789 2.1599 -0.062 -0.019 0.046 -0.217
C 2.5606 1.3268 1.2248 0.003 -0.006 0.078 -0.237
C 3.2522 2.6649 1.2046 0.018 -0.014 -0.005 -0.029
C 2.9867 0.2943 0.3576 0.152 -0.039 -0.038 -0.226
C 4.1614 0.5483 -0.5533 0.049 0.062 0.036 -0.008
C 2.3692 -0.9747 0.4134 -0.066 -0.053 0.017 -0.220
C 2.8400 -2.1016 -0.4686 0.041 -0.037 -0.016 -0.018
C 1.3157 -1.2104 1.3311 -0.051 0.058 -0.079 -0.209
C 0.7064 -2.5834 1.4224 0.033 -0.044 -0.043 0.004
C 0.8700 -0.1699 2.1754 -0.058 -0.028 -0.019 -0.218
C -0.2794 -0.3940 3.1208 -0.002 -0.006 0.052 -0.014
H 1.9656 2.8411 3.3272 -0.012 0.012 0.002 0.090
H 1.0557 1.6026 4.1732 0.035 -0.007 0.003 0.107
H 0.2485 2.6243 3.0101 -0.013 -0.019 -0.022 0.066
H 4.0160 2.6916 1.9862 0.008 0.022 0.001 0.123
H 2.5591 3.4813 1.3955 -0.014 -0.003 0.018 0.078
H 3.7469 2.8608 0.2586 0.007 -0.021 0.003 0.069
H 5.0123 0.8806 0.0438 0.008 -0.025 -0.007 0.115
H 3.9662 1.3413 -1.2777 -0.033 -0.019 -0.003 0.069
H 4.4679 -0.3341 -1.1004 0.005 -0.021 0.018 0.080
H 2.0785 -2.8657 -0.5901 -0.008 0.007 -0.005 0.083
H 3.7160 -2.5818 -0.0258 0.000 0.007 0.023 0.123
H 3.1240 -1.7534 -1.4571 0.000 0.009 -0.006 0.062
H 1.4956 -3.3271 1.5344 -0.007 -0.005 0.017 0.110
H 0.1441 -2.8399 0.5222 -0.019 0.024 0.003 0.104
H 0.0372 -2.6785 2.2683 0.009 -0.008 0.018 0.085
H 0.0680 -0.8928 4.0294 0.008 -0.001 -0.003 0.122
H -1.0498 -1.0083 2.6636 0.007 0.004 -0.010 0.077
H -0.7470 0.5413 3.4131 0.004 0.003 -0.007 0.089
Br -0.4890 3.5031 0.3970 0.004 -0.214 -0.044 0.803
C 0.1545 4.1298 -1.3026 0.092 0.049 -0.040 -0.891
Br 1.4710 2.8815 -1.9997 -0.104 -0.065 0.035 0.773
H 0.6395 5.0887 -1.1674 -0.017 -0.005 -0.032 0.031
H -0.6709 4.1582 -2.0024 0.009 0.038 0.010 0.029
C -4.5037 -2.0657 1.4627 -0.010 -0.043 0.121 -0.177
Si -4.4294 -0.8110 0.1006 0.093 -0.049 0.010 0.429
C -5.4792 0.6747 0.4334 -0.058 0.143 0.034 -0.174
C -4.7667 -1.5701 -1.5585 0.019 0.001 -0.135 -0.182
C -2.6405 -0.2170 0.0449 -0.049 0.020 0.003 -0.145
C -1.4767 0.1678 0.0155 0.105 -0.134 0.061 -0.208
H -5.5169 -2.4646 1.5425 -0.007 -0.014 0.012 0.046
H -4.2484 -1.6229 2.4271 -0.005 -0.009 0.009 0.036
H -3.8314 -2.9053 1.2796 0.005 -0.007 -0.012 0.035
H -6.5275 0.3830 0.5206 -0.013 -0.012 -0.007 0.047
H -5.4052 1.4068 -0.3721 0.000 0.004 -0.001 0.039
H -5.1948 1.1636 1.3665 -0.002 0.001 0.005 0.039
H -5.7854 -1.9589 -1.6031 -0.024 0.003 0.024 0.046
H -4.0935 -2.4052 -1.7615 0.007 -0.001 -0.018 0.034
H -4.6661 -0.8323 -2.3572 0.007 -0.027 -0.022 0.037
N 1.9155 -0.9686 -5.2710 -0.071 -0.203 0.396 0.178
N 1.1525 -0.8854 -4.1224 0.042 0.025 -0.328 -0.251
N -0.1099 -1.2556 -4.1144 -0.015 0.177 0.083 0.182
C -0.4896 -0.8762 -2.9055 -0.101 -0.305 0.010 -0.131
N 0.5296 -0.3325 -2.2255 0.152 0.064 -0.231 -0.093
N 1.5839 -0.3288 -3.0467 -0.014 -0.037 0.205 0.091
H 1.5504 -1.7506 -5.8101 0.041 0.100 -0.075 0.126
H 2.8800 -1.1309 -4.9942 -0.019 0.033 -0.125 0.119
H -1.4811 -1.0018 -2.5033 0.001 -0.009 0.000 0.113